{"formula": "C18H22ClF2N3O4", "method": "wB97M-V/def2-TZVPD", "species": ["C", "C", "H", "H", "C", "O", "C", "F", "H", "C", "C", "C", "H", "C", "O", "H", "H", "C", "H", "H", "C", "N", "H", "C", "C", "O", "H", "N", "H", "F", "H", "H", "H", "C", "H", "C", "H", "H", "C", "H", "C", "H", "O", "H", "H", "C", "H", "C", "Cl", "N"], "xyz": [[2.90791, -2.12486, 0.75324], [-1.20063, -0.33903, -4.26875], [-0.01797, -1.61713, 0.44744], [0.37050, 1.04149, -4.42178], [-4.53637, 1.39350, 4.24182], [1.63891, 2.30816, -2.97042], [2.94933, -1.09538, -0.37802], [-1.60629, -1.41876, -3.50383], [3.54941, 2.70327, -1.95512], [1.60294, -2.90359, 0.90166], [0.12527, 0.18557, -3.79685], [-0.98725, 1.57740, -1.97850], [-1.32870, 0.12807, 0.70281], [-2.73919, 0.01455, 3.68605], [-1.76966, -0.92676, 3.79320], [1.70810, -3.62777, 1.70818], [-3.69483, -0.04022, 5.62509], [-4.43742, 1.92175, 2.94549], [2.50055, -1.51514, -1.28248], [3.13789, -1.63957, 1.70785], [2.26566, 0.22882, -0.05000], [-3.56783, 1.55809, 2.03690], [0.88394, -0.58211, -3.97133], [-1.12903, -0.94126, 2.58877], [0.02515, -1.88321, 2.47794], [0.53283, -2.38575, 3.46012], [2.78243, 0.68347, 0.79989], [2.34989, 1.20026, -1.13639], [4.44352, 1.39354, -1.16417], [-1.08106, -0.80811, -5.53583], [-1.03624, 2.39828, -2.69149], [1.39753, -3.45784, -0.01814], [3.58883, 2.60178, -0.18561], [-3.66212, 0.40152, 4.63896], [-0.57696, -1.12689, -1.90631], [3.55306, 2.02399, -1.11148], [1.23899, 0.09955, 0.26481], [3.99549, -0.88469, -0.61675], [0.15603, 0.61995, -2.32489], [-5.29471, 1.76967, 4.91196], [1.47087, 1.41529, -2.14503], [-1.93789, 1.04133, -1.97335], [0.07287, -0.54192, -1.49278], [-2.01249, 0.38593, -4.24640], [-0.84249, 2.00662, -0.98628], [-2.71883, 0.59708, 2.42088], [3.70082, -2.85836, 0.58769], [-1.64831, -0.05188, 1.71528], [-5.56063, 3.16828, 2.48930], [0.43818, -2.09699, 1.20666]], "nbo_charge": [-0.407, 0.569, 0.414, 0.272, -0.268, -0.654, -0.412, -0.373, 0.251, -0.222, -0.503, -0.636, 0.234, 0.233, -0.379, 0.233, 0.240, 0.185, 0.208, 0.209, -0.209, -0.411, 0.234, 0.210, 0.628, -0.593, 0.198, -0.426, 0.195, -0.336, 0.237, 0.195, 0.196, -0.184, 0.497, -0.416, 0.223, 0.206, 0.186, 0.238, 0.673, 0.213, -0.765, 0.143, 0.226, 0.106, 0.216, -0.261, 0.003, -0.615], "e_lumo_ev": -0.04, "charge": 0, "relative_energy_kcal_mol": 3.5, "gap_ev": 9.11, "total_energy_ev": -49641.8940}


{"formula": "C3H7BrFP", "method": "wB97M-V/def2-TZVPD", "species": ["H", "P", "C", "F", "H", "H", "C", "H", "H", "C", "H", "H", "Br"], "xyz": [[1.60565, -1.29762, -0.90809], [-1.97437, -1.45765, 0.18461], [1.67128, -0.19618, -0.61352], [2.07802, 0.49763, -1.66598], [1.25867, -0.03406, 1.48438], [-3.44498, -1.13351, 0.41981], [-1.63326, -0.00433, -0.74472], [0.89205, 1.44140, 0.67633], [2.46682, 1.12660, 0.70405], [1.64058, 0.51594, 0.66772], [-1.21851, -0.21898, -1.64375], [-1.69009, -1.00660, 1.52197], [-1.65187, 1.76736, -0.08279]], "nbo_charge": [0.167, 0.298, 0.244, -0.340, 0.242, -0.009, -0.577, 0.222, 0.235, -0.738, 0.185, -0.022, 0.093], "e_lumo_ev": [0.67, -0.81], "charge": 0, "relative_energy_kcal_mol": 88.3, "gap_ev": [9.23, 6.79], "total_energy_ev": -85268.2431}


{"formula": "C14H22F2N2O7Si", "method": "wB97M-V/def2-TZVPD", "species": ["C", "H", "H", "H", "H", "O", "H", "H", "H", "C", "N", "N", "H", "H", "F", "H", "H", "H", "Si", "O", "H", "H", "H", "H", "H", "O", "C", "H", "C", "F", "C", "C", "C", "O", "H", "C", "O", "C", "C", "O", "C", "H", "C", "H", "O", "H", "C", "C"], "xyz": [[2.98809, 0.92934, 1.24877], [5.02580, 4.01447, 0.84803], [5.45063, -3.31919, -3.71013], [-1.86905, -1.10973, -1.08782], [5.92937, -4.11000, -2.16726], [-4.85602, 2.73628, -0.51134], [6.65369, -2.53908, -2.63519], [-7.13166, 0.68728, 1.91396], [2.84631, 0.02053, 1.92163], [2.10887, 1.06982, -0.04187], [4.65466, -2.46367, -1.97643], [-6.81806, -0.52994, 3.58494], [1.59515, 2.33413, -1.90044], [2.89482, -1.99098, -0.43252], [-3.34133, 0.29557, 1.63449], [1.32842, -2.95011, -0.16679], [3.46164, 4.28354, -1.37394], [-0.33021, 0.36280, -2.44363], [0.87524, -0.39025, -0.36365], [-7.90268, -1.08553, 3.64384], [4.67314, 1.97525, 2.46495], [-6.33982, -0.89299, 1.58241], [0.13563, -1.40925, -2.58865], [-4.62193, 3.34724, -1.25771], [-0.42203, -0.85181, 1.73957], [-2.90839, 2.96150, 0.67118], [-6.38884, -0.03501, 2.25081], [-5.41293, 0.43324, 2.34800], [5.76266, -3.16258, -2.67837], [-4.44323, -0.90235, 0.01736], [4.02250, 2.03564, 1.53590], [1.87314, -1.98744, 0.11170], [-3.56376, 2.24397, -0.09548], [-3.14414, 1.00025, -0.65088], [2.13406, -1.98711, 1.23985], [-1.98705, -1.03133, 0.04991], [-6.05897, -0.34669, 4.52206], [3.31617, 3.39264, -0.67261], [4.20870, 3.25271, 0.57573], [3.57709, -3.03820, -1.93647], [-3.28487, -0.08601, 0.26854], [1.41305, -0.02161, -2.87481], [-0.68619, -0.33113, 0.74301], [-0.95691, 0.75905, 0.94392], [4.89827, -1.37154, -1.49220], [-2.16317, -2.09769, 0.42552], [0.53103, -0.38559, -2.24688], [2.27307, 2.29154, -0.98104]], "nbo_charge": [-0.211, 0.228, 0.236, 0.228, 0.237, -0.713, 0.233, 0.233, 0.227, -0.463, 0.531, 0.531, 0.222, 0.266, -0.339, 0.234, 0.226, 0.232, 1.649, -0.383, 0.220, 0.241, 0.245, 0.501, 0.254, -0.496, -0.490, 0.238, -0.482, -0.356, -0.219, -1.127, 0.967, -0.528, 0.222, -0.457, -0.373, -0.226, -0.227, -0.377, 0.917, 0.258, -0.898, 0.261, -0.357, 0.242, -1.141, -0.216], "e_lumo_ev": -0.03, "charge": 0, "gap_ev": 8.59, "total_energy_ev": -45490.2778}


{"formula": "C3H5N3O", "method": "wB97M-V/def2-TZVPD", "species": ["C", "C", "O", "N", "H", "N", "H", "H", "N", "H", "C", "H"], "xyz": [[-0.41009, 0.26010, 0.54947], [1.44616, -0.77271, 0.61637], [-2.41896, 0.93080, -0.43268], [0.39133, -0.66605, 1.29555], [2.31381, -1.39608, 0.78400], [0.35201, 1.00718, -0.35327], [-2.37072, -0.45926, 1.08534], [2.10726, 0.33066, -1.12162], [1.26714, -0.04523, -0.68093], [0.78960, -0.77306, -1.28895], [-1.74717, 0.18022, 0.47408], [-1.72037, 1.40344, -0.92735]], "nbo_charge": [0.073, 0.158, -0.678, -0.331, 0.204, -0.588, 0.193, 0.422, -0.423, 0.370, 0.106, 0.496], "e_lumo_ev": 0.37, "charge": 0, "relative_energy_kcal_mol": 107.9, "gap_ev": 7.55, "total_energy_ev": -9705.9045}